1.
This record from the Open Molecules 2025 dataset describes a 8-piece molecular cluster, C29H61N8O11 overall at a distorted geometry. The level of theory is ωB97M-V/def2-TZVPD.

The geometry in XYZ format:
```
109
Properties=species:S:1:pos:R:3:lowdin_charge:R:1
C 0.9984 -0.8240 -0.8190 -0.01
C -0.0320 -0.2777 -1.4283 -0.21
C -0.5144 1.1244 -1.1891 -0.15
C -1.8194 1.3471 -0.3759 -0.25
N -3.0520 1.4595 -1.1336 -0.03
C -3.3902 0.4234 -2.0620 -0.19
C -4.2961 -0.6554 -1.4422 -0.14
O -3.9401 -1.9854 -1.9138 -0.06
C -3.3168 -2.7189 -0.9663 -0.34
O -2.2609 -2.3918 -0.4866 0.10
C -1.9366 0.4374 0.8779 -0.70
O -3.0781 0.2775 1.3833 -0.08
O -0.8787 -0.0173 1.3533 -0.05
H 1.4807 -0.3370 0.0108 0.05
H 1.3284 -1.8076 -1.1219 0.04
H -0.5293 -0.8815 -2.1791 0.08
H -0.5878 1.6476 -2.1473 0.11
H 0.2777 1.6319 -0.6402 0.09
H -1.6834 2.3347 0.0764 0.14
H -3.2191 2.3845 -1.4812 0.10
H -3.9738 0.8855 -2.8622 0.11
H -2.5691 -0.0910 -2.5700 0.11
H -4.3325 -0.5805 -0.3570 0.11
H -5.3138 -0.5129 -1.8039 0.11
H -3.7493 -3.6607 -0.5957 0.13
C -4.6226 -4.1630 2.2458 0.00
C -5.1701 -5.5612 2.1044 -0.55
O -5.8800 -5.8986 1.1705 0.02
N -4.8383 -6.4593 3.0749 0.00
C -4.0119 -6.2406 4.2472 -0.08
H -4.9619 -3.5574 1.4128 0.07
H -4.9793 -3.7084 3.1703 0.09
H -3.5319 -4.1837 2.2396 0.09
H -5.2318 -7.3743 2.9273 0.13
H -3.1559 -6.9177 4.2208 0.08
H -4.5945 -6.4484 5.1472 0.08
H -3.6501 -5.2197 4.2907 0.07
C 0.6242 4.6074 4.1411 -0.02
C 1.3448 3.2795 4.1811 -0.56
O 2.5681 3.2075 4.3094 -0.02
N 0.5903 2.1702 4.0677 0.03
C -0.8567 2.0695 3.9033 -0.04
H 1.3532 5.4080 4.2443 0.08
H 0.1004 4.7276 3.1961 0.07
H -0.0887 4.6732 4.9606 0.06
H 1.1234 1.3158 4.0984 0.14
H -1.2698 1.4923 4.7329 0.08
H -1.0555 1.5438 2.9698 0.06
H -1.3288 3.0473 3.8769 0.06
C -1.3256 -5.2790 -4.0905 0.00
C 0.1083 -5.5949 -3.7450 -0.54
O 1.0368 -5.2999 -4.4836 0.02
N 0.3376 -6.2269 -2.5658 0.01
C -0.6343 -6.6440 -1.5712 -0.07
H -1.3587 -4.7737 -5.0504 0.08
H -1.9102 -6.1975 -4.1591 0.08
H -1.7607 -4.6217 -3.3366 0.08
H 1.3124 -6.4089 -2.3901 0.14
H -0.4156 -6.1511 -0.6228 0.09
H -0.5677 -7.7248 -1.4299 0.08
H -1.6438 -6.3901 -1.8729 0.07
C 4.2377 -6.9181 -8.8898 -0.02
C 4.9381 -7.4545 -7.6626 -0.56
O 5.7189 -8.3942 -7.7222 0.01
N 4.6656 -6.8501 -6.4811 0.01
C 3.7694 -5.7284 -6.2261 -0.07
H 4.5514 -7.4959 -9.7539 0.08
H 3.1567 -7.0084 -8.7802 0.08
H 4.5020 -5.8727 -9.0517 0.08
H 5.1618 -7.2524 -5.7027 0.14
H 4.3424 -4.9082 -5.7908 0.09
H 3.0004 -6.0318 -5.5190 0.06
H 3.2928 -5.3818 -7.1355 0.07
C -3.9275 7.0521 3.2321 -0.01
C -2.9759 6.1907 4.0295 -0.53
O -2.2373 5.3816 3.5012 0.04
N -2.9721 6.3505 5.3836 0.01
C -3.7761 7.2568 6.1797 -0.08
H -3.8178 6.8126 2.1793 0.08
H -4.9581 6.8562 3.5304 0.08
H -3.6982 8.1088 3.3780 0.08
H -2.3183 5.7475 5.8566 0.13
H -3.1218 7.9285 6.7393 0.08
H -4.3768 6.6835 6.8886 0.08
H -4.4377 7.8489 5.5575 0.07
C 5.5402 0.9281 -0.4946 -0.01
C 4.2545 1.5577 -0.0094 -0.55
O 3.2210 1.5034 -0.6512 0.03
N 4.2831 2.2015 1.1917 0.01
C 5.4096 2.3758 2.0911 -0.08
H 5.3582 0.4574 -1.4558 0.08
H 6.3142 1.6877 -0.6154 0.08
H 5.8804 0.1679 0.2097 0.08
H 3.3911 2.5908 1.4585 0.13
H 5.1718 1.9277 3.0571 0.08
H 5.5959 3.4413 2.2380 0.08
H 6.3069 1.9121 1.6957 0.07
C 3.5820 8.0328 0.0455 -0.02
C 4.3201 6.7164 0.1320 -0.56
O 5.4952 6.6551 0.4631 0.02
N 3.6248 5.5941 -0.1739 0.02
C 2.2344 5.4801 -0.5825 -0.06
H 4.2615 8.8351 0.3167 0.08
H 3.2258 8.2029 -0.9712 0.08
H 2.7371 8.0403 0.7349 0.08
H 4.1701 4.7482 -0.0965 0.12
H 1.6975 4.8512 0.1286 0.08
H 2.1838 5.0110 -1.5656 0.09
H 1.7540 6.4512 -0.6280 0.07
```

Computed properties:
HOMO level in eV: -4.232
LUMO level in eV: 2.05
Net charge: -1
Kohn-Sham gap in eV: 6.282

***

2.
This record from the Open Molecules 2025 dataset describes a 11-piece molecular cluster, C29H62N6O5 overall at a distorted geometry. The level of theory is ωB97M-V/def2-TZVPD.

The geometry in XYZ format:
```
102
Properties=species:S:1:pos:R:3:lowdin_charge:R:1
C -15.8761 -9.5857 21.8150 -0.12
C -14.5012 -9.7578 21.1529 -0.25
C -14.5924 -10.8135 20.0352 -0.19
C -13.5680 -10.7759 19.0299 -0.20
N -12.7492 -10.8879 18.2665 0.21
H -15.9415 -8.7203 22.4705 0.07
H -16.2378 -10.4898 22.3166 0.08
H -16.7239 -9.3906 21.1468 0.07
H -13.7538 -10.0471 21.8972 0.11
H -14.1678 -8.7476 20.7465 0.13
H -15.5172 -10.5005 19.5618 0.11
H -14.8308 -11.7783 20.5071 0.14
C -8.8176 -7.4610 19.4478 -0.11
C -9.1792 -6.2978 18.4919 -0.23
C -10.7268 -6.2500 18.2591 -0.19
C -11.5342 -5.8752 19.4089 -0.25
N -12.2339 -5.4692 20.2260 0.14
H -9.2825 -7.2538 20.4101 0.06
H -7.7363 -7.4644 19.6445 0.07
H -9.1317 -8.4883 19.2098 0.07
H -8.7705 -6.4757 17.5179 0.09
H -8.7975 -5.3048 18.8286 0.12
H -11.0592 -7.2718 18.0155 0.10
H -10.9824 -5.5730 17.4471 0.12
C -14.7092 -14.5895 16.6553 -0.08
C -13.2490 -14.1964 16.2741 -0.25
C -12.2607 -15.3272 16.3746 -0.18
C -12.1071 -15.7447 17.7466 -0.25
N -11.9042 -16.0757 18.8269 0.16
H -15.3274 -13.6803 16.6498 0.06
H -14.8189 -15.0567 17.6137 0.07
H -15.0945 -15.1720 15.8629 0.06
H -13.0150 -13.3677 16.9601 0.09
H -13.2464 -13.8499 15.2139 0.10
H -11.2798 -15.0813 16.0154 0.11
H -12.5807 -16.2824 15.9235 0.14
C -12.5028 -10.0241 11.9699 -0.10
C -13.1901 -10.8908 10.9293 -0.23
C -12.4444 -10.8718 9.5283 -0.17
C -12.3684 -9.5677 8.9172 -0.25
N -12.1628 -8.5104 8.4787 0.14
H -11.4984 -10.4367 12.1559 0.07
H -13.0556 -9.9210 12.9007 0.05
H -12.3522 -9.0402 11.5633 0.07
H -14.2050 -10.5533 10.7792 0.10
H -13.2453 -11.9006 11.2541 0.08
H -12.9302 -11.4930 8.7876 0.11
H -11.4223 -11.2742 9.7070 0.12
C -6.6186 -13.0013 14.8713 -0.13
C -5.8197 -11.9085 14.2167 -0.23
C -5.0945 -12.4453 12.8784 -0.16
C -4.1685 -13.4783 13.3206 -0.26
N -3.2536 -14.0987 13.7007 0.14
H -7.1866 -12.6760 15.7560 0.06
H -6.1134 -13.9268 15.2037 0.08
H -7.3678 -13.3145 14.0653 0.09
H -5.1047 -11.4455 14.8742 0.10
H -6.5774 -11.1334 14.0011 0.10
H -4.5253 -11.6552 12.3477 0.12
H -5.7788 -12.9375 12.1629 0.09
C -9.8454 -11.7748 15.5428 -0.11
C -11.1500 -11.0512 15.3286 -0.25
C -10.9905 -9.5543 15.6948 -0.17
C -10.1225 -8.8940 14.7159 -0.21
N -9.3680 -8.5200 13.9758 0.18
H -9.8282 -12.8790 15.3865 0.08
H -9.4513 -11.6263 16.5600 0.08
H -9.0307 -11.3954 14.9353 0.05
H -11.9435 -11.3776 16.0036 0.06
H -11.5156 -11.1954 14.3295 0.07
H -10.4547 -9.3811 16.6613 0.12
H -11.9815 -9.0773 15.7876 0.10
C -7.0516 -12.0093 10.0276 -0.12
O -7.9561 -12.3162 11.1332 -0.15
H -6.8394 -12.9303 9.5827 0.06
H -7.5018 -11.3848 9.2857 0.07
H -6.1482 -11.5605 10.4606 0.07
H -8.1106 -11.4500 11.5045 0.02
C -14.5963 -11.1715 15.0569 -0.13
O -14.2859 -9.7611 15.0144 -0.12
H -14.0193 -11.6793 14.3044 0.06
H -14.3841 -11.6245 16.0318 0.05
H -15.6347 -11.2722 14.7858 0.08
H -14.7735 -9.3325 15.6932 0.06
C -7.3181 -8.3487 10.9854 -0.15
O -7.7821 -9.5332 11.5918 -0.18
H -7.1142 -7.5054 11.7087 0.09
H -6.3613 -8.6618 10.5074 0.09
H -8.0100 -7.9990 10.2157 0.08
H -8.4464 -9.3518 12.2751 0.02
C -10.7821 -13.5043 12.5134 -0.16
O -11.9059 -14.2723 12.9105 -0.11
H -10.9398 -12.9988 11.5064 0.09
H -10.5371 -12.7599 13.2360 0.03
H -9.8673 -14.0795 12.3369 0.08
H -12.0964 -14.8413 12.1569 0.08
C -10.2728 -13.0235 19.5520 -0.18
O -9.7550 -13.8890 18.5406 -0.14
H -9.9000 -13.1420 20.5863 0.08
H -10.1387 -11.9659 19.2378 0.06
H -11.3610 -13.1206 19.6869 0.05
H -9.6365 -14.7394 18.9797 0.06
```

Computed properties:
HOMO level in eV: -10.278
Energy above the lowest of the compared OMol25 structures with the same formula, charge and spin in kcal/mol: 9.1
LUMO level in eV: 0.06
Structure (SMILES): CCCC#N.CCCC#N.CCCC#N.CCCC#N.CCCC#N.CCCC#N.CO.CO.CO.CO.CO
Kohn-Sham gap in eV: 10.340